(1)
Density functional theory data (ωB97M-V with the def2-TZVPD basis set) for the molecule C6H6N2O2 at a distorted geometry.

For the maximum force, the calculation gives 3.255 eV/A. As for the spin multiplicity: 1. The calculation puts the energy above the lowest of the compared OMol25 structures with the same formula, charge and spin at 4.4896 eV. The SMILES is ON=C1C=CC(=NO)C=C1. The HOMO energy is -0.3102 Ha. The LUMO energy comes out at -0.4 eV.

CARTESIAN COORDINATES (ANGSTROEM)
O: -3.6194 0.3333 0.1918
N: -2.6893 -0.5934 0.0054
C: -1.4914 -0.2047 -0.0960
C: -0.4704 -1.2725 -0.1063
C: 0.8735 -1.1007 -0.0737
C: 1.5040 0.2673 -0.0572
N: 2.7092 0.6216 0.0090
O: 3.5905 -0.4392 0.2117
C: 0.4838 1.3655 -0.1461
C: -0.8579 1.0892 -0.0380
H: -4.4876 -0.2050 0.1088
H: -0.8638 -2.2779 -0.1546
H: 1.4415 -2.0126 -0.1094
H: 4.4310 -0.0577 0.0105
H: 0.8406 2.4339 -0.1182
H: -1.5195 1.9052 0.0389

Forces on atoms 1 to 3 (eV/Å):
-3.23 0.14 -0.23
0.24 -1.80 -0.21
3.11 -0.72 0.65



(2)
Density functional theory data (ωB97M-V with the def2-TZVPD basis set) for a structure of composition C37H67F2HgN7O7S2 at a distorted geometry.

For the maximum force, the calculation gives 3.956 eV/A. As for the spin multiplicity: 1. The calculation puts the energy above the lowest of the compared OMol25 structures with the same formula, charge and spin at 0.0000 eV. The total charge is +2. The HOMO energy is -0.4413 Ha. The LUMO energy comes out at -10.6 eV.

CARTESIAN COORDINATES (ANGSTROEM)
Hg: 2.5697 -1.8860 1.7558
C: -4.7343 6.4294 3.4458
C: -4.6225 5.2959 2.4275
C: -3.7321 4.1372 2.9059
C: -2.3074 4.5873 3.1210
N: -1.3421 3.4313 3.3055
C: 0.0428 3.9663 3.6431
C: 0.8176 4.0749 2.3343
C: -0.0957 3.4584 1.2477
C: -1.1277 2.6758 2.0066
C: -1.8011 2.4432 4.3368
C: -2.0136 3.0102 5.7224
C: -2.5335 1.9982 6.7305
H: -3.7639 6.9152 3.5608
H: -5.1225 6.0185 4.3805
H: -5.4325 7.2182 3.1690
H: -4.2351 5.6743 1.4768
H: -5.6243 4.9169 2.2191
H: -3.7916 3.3974 2.1081
H: -4.2001 3.7989 3.8320
H: -2.1665 5.2551 3.9679
H: -1.9048 5.1213 2.2560
H: 0.4763 3.3017 4.3859
H: -0.1136 4.9282 4.1259
H: 1.7502 3.5153 2.3547
H: 1.0195 5.1012 2.0390
H: 0.4941 2.8791 0.5405
H: -0.5437 4.2277 0.6178
H: -0.7202 1.7292 2.3625
H: -2.0856 2.4804 1.5334
H: -1.0570 1.6494 4.3814
H: -2.7134 2.0207 3.9203
H: -2.8057 3.7681 5.6357
H: -1.1853 3.6063 6.1102
H: -2.6574 2.5326 7.6748
H: -1.8764 1.1423 6.8770
H: -3.5482 1.6403 6.5495
N: 1.8097 -1.1057 -0.3822
S: 0.6997 -1.3959 -1.4558
O: 1.1134 -2.1341 -2.6078
O: -0.2893 -0.3858 -1.6631
F: -0.0515 -2.5460 -0.6557
S: 2.4692 0.2863 -1.0541
O: 1.9676 1.5222 -0.5779
O: 2.8718 0.1970 -2.4158
F: 3.8259 0.1330 -0.2395
N: -2.2628 1.8849 -1.1562
C: -2.5127 3.2251 -1.1043
C: -3.8136 3.4010 -0.7047
C: -4.3837 2.1099 -0.5612
C: -3.3948 1.1931 -0.7911
H: -1.4232 1.4353 -1.4758
H: -1.8032 3.9693 -1.4243
H: -4.3229 4.3402 -0.5713
H: -5.4187 1.9350 -0.3152
H: -3.2959 0.1292 -0.6514
N: -0.9645 -5.7629 0.0450
C: -0.8022 -7.0813 -0.2533
C: -1.7066 -7.4015 -1.2401
C: -2.5313 -6.2631 -1.4287
C: -2.0569 -5.2674 -0.6131
H: -0.3288 -5.2300 0.6118
H: -0.0236 -7.6768 0.1925
H: -1.8609 -8.3831 -1.6571
H: -3.4002 -6.2371 -2.0668
H: -2.4145 -4.2662 -0.4443
N: 4.9517 2.2602 1.9881
C: 5.6241 2.7786 0.9196
C: 5.7403 4.1482 1.1411
C: 5.1562 4.4422 2.3776
C: 4.7230 3.2344 2.9116
H: 4.6417 1.3087 2.0699
H: 5.9554 2.1635 0.1019
H: 6.1903 4.8237 0.4330
H: 5.1649 5.3778 2.9100
H: 4.3189 2.9832 3.8780
N: -3.3070 -3.4767 -3.2440
C: -2.2135 -3.7387 -4.0033
C: -1.6068 -2.5177 -4.3156
C: -2.3562 -1.4960 -3.7298
C: -3.3737 -2.1250 -3.0217
H: -3.9521 -4.1821 -2.9293
H: -1.9481 -4.7640 -4.2139
H: -0.6726 -2.3356 -4.8148
H: -2.2020 -0.4370 -3.8326
H: -4.0635 -1.7196 -2.2991
N: 2.9838 -1.9180 -4.7497
C: 4.0590 -1.2977 -5.2901
C: 4.0607 -1.5213 -6.6802
C: 2.9614 -2.2984 -6.9610
C: 2.2520 -2.4834 -5.7462
H: 2.5778 -1.7066 -3.8416
H: 4.7254 -0.6899 -4.6994
H: 4.7766 -1.1806 -7.4084
H: 2.6913 -2.6775 -7.9322
H: 1.3292 -3.0094 -5.5723
C: 6.3622 -1.0435 -1.8746
C: 5.5302 -2.3020 -1.7980
O: 6.0622 -3.1621 -0.7806
H: 5.8910 -0.3361 -2.5705
H: 7.3351 -1.2243 -2.3244
H: 6.3868 -0.5866 -0.8886
H: 5.5742 -2.9167 -2.7056
H: 4.4557 -2.1618 -1.6329
H: 5.4492 -3.2137 -0.0435
C: -2.3735 -2.1290 1.5711
C: -2.0330 -0.6925 1.9468
O: -1.5825 -0.6529 3.3135
H: -1.4507 -2.6977 1.4158
H: -2.8864 -2.1549 0.6039
H: -2.9601 -2.6354 2.3321
H: -2.9913 -0.1702 1.8926
H: -1.3064 -0.2374 1.2717
H: -0.6259 -0.7190 3.2222
C: 2.2709 -5.2459 -3.7142
C: 1.0916 -5.4628 -2.7883
O: 0.2340 -6.4378 -3.3405
H: 2.8938 -4.3785 -3.5175
H: 1.9081 -5.2403 -4.7501
H: 2.8669 -6.1622 -3.6909
H: 0.5862 -4.5072 -2.5693
H: 1.4493 -5.8098 -1.8077
H: -0.3336 -6.7504 -2.6182

Forces on atoms 1 to 3 (eV/Å):
0.38 -0.56 1.39
-0.01 -0.13 -0.14
-0.07 0.49 -0.16



(3)
Density functional theory data (ωB97M-V with the def2-TZVPD basis set) for a cluster of 2 separate species, C2H2N2O in total at a distorted geometry.

For the maximum force, the calculation gives 3.042 eV/A. As for the spin multiplicity: 1. The calculation puts the energy above the lowest of the compared OMol25 structures with the same formula, charge and spin at 0.8864 eV. The SMILES is N=C=O.C#N. The HOMO energy is -0.4012 Ha. The LUMO energy comes out at 0.8 eV.

CARTESIAN COORDINATES (ANGSTROEM)
N: -2.4897 0.1387 1.3443
C: -2.4149 -0.3960 0.2658
O: -2.6301 -0.7000 -0.8098
H: -1.7166 0.1780 1.9157
C: 0.2925 -1.4478 -0.5321
N: 0.4121 -0.3297 -0.3589
H: 0.3736 -2.5685 -0.5872

Forces on atoms 1 to 3 (eV/Å):
-1.11 -0.25 -0.09
-0.95 1.60 0.97
-0.04 -1.52 -2.54



(4)
Density functional theory data (ωB97M-V with the def2-TZVPD basis set) for a cluster of 5 separate species, CH12O4S2 in total at a distorted geometry.

For the maximum force, the calculation gives 2.641 eV/A. As for the spin multiplicity: 1. The calculation puts the energy above the lowest of the compared OMol25 structures with the same formula, charge and spin at 0.8681 eV. The SMILES is CSS.O.O.O.O. The HOMO energy is -0.3339 Ha. The LUMO energy comes out at 0.3 eV.

CARTESIAN COORDINATES (ANGSTROEM)
C: -1.1641 1.0417 -0.0776
S: -2.0629 0.1732 -1.3342
S: -0.9686 -1.5678 -1.4868
H: -0.2155 0.6811 0.3252
H: -1.7329 1.1564 0.8549
H: -0.8929 2.0795 -0.3067
H: -1.3137 -2.0850 -0.3006
O: 1.0717 2.8048 1.3807
H: 1.9381 3.0839 1.6241
H: 1.1622 2.4885 0.4953
O: 2.5380 0.9003 -0.3523
H: 2.3914 0.1794 0.2733
H: 3.3655 0.6316 -0.7766
O: 2.2076 -2.4015 0.3622
H: 1.4280 -2.4142 -0.2199
H: 1.7877 -2.3190 1.2079
O: 0.3066 0.4088 3.0798
H: 0.0272 1.2436 2.6837
H: -0.3575 -0.0689 3.6118

Forces on atoms 1 to 3 (eV/Å):
0.64 1.68 1.93
0.36 -0.39 -0.13
-0.03 0.10 -0.07



no.,HOMO-LUMO gap (Ha)
1,0.295
2,0.053
3,0.430
4,0.344